{
  "formula": "C36H39AuN2O2P2S2",
  "method": "ωB97M-V/def2-TZVPD",
  "charge": 2,
  "s_squared": 2.03,
  "homo_lumo_gap_ev": [9.091, 5.494],
  "fmax_ha_per_bohr": 0.021,
  "e_tot_ev": -88969.55866,
  "e_above_lowest_kj_mol": 0.0,
  "spin_multiplicity": 3,
  "symbols": ["Au", "O", "P", "C", "P", "O", "C", "C", "C", "C", "C", "C", "C", "C", "C", "C", "C", "C", "C", "C", "C", "C", "C", "C", "C", "C", "C", "C", "C", "C", "H", "H", "H", "H", "H", "H", "H", "H", "H", "H", "H", "H", "H", "H", "H", "H", "H", "H", "H", "H", "H", "H", "C", "C", "N", "C", "S", "N", "C", "C", "H", "H", "H", "H", "H", "H", "H", "H", "H", "H", "H", "H", "S", "C", "C", "C", "C", "C", "C", "H", "H", "H", "H", "H"],
  "coordinates": [[-1.008, 0.102, -1.086], [1.086, -0.673, -1.019], [1.943, -0.963, 0.197], [1.734, 0.240, 1.569], [-0.023, 0.181, 2.127], [-0.817, -0.730, 1.241], [-0.623, 1.880, 2.107], [-1.971, 2.067, 1.797], [-2.513, 3.341, 1.824], [-1.715, 4.424, 2.167], [-0.376, 4.238, 2.489], [0.173, 2.967, 2.461], [-0.090, -0.372, 3.837], [0.010, 0.530, 4.894], [-0.133, 0.073, 6.194], [-0.376, -1.272, 6.434], [-0.472, -2.168, 5.379], [-0.339, -1.722, 4.073], [1.650, -2.578, 0.910], [0.783, -3.439, 0.244], [0.554, -4.708, 0.751], [1.201, -5.114, 1.911], [2.064, -4.253, 2.578], [2.292, -2.981, 2.080], [3.675, -0.820, -0.279], [4.538, -1.909, -0.232], [5.872, -1.732, -0.573], [6.330, -0.484, -0.964], [5.460, 0.599, -1.031], [4.126, 0.429, -0.703], [1.991, 1.237, 1.210], [2.416, -0.028, 2.377], [-2.583, 1.204, 1.561], [-3.561, 3.490, 1.599], [-2.139, 5.419, 2.198], [0.232, 5.085, 2.777], [1.211, 2.825, 2.739], [0.188, 1.581, 4.706], [-0.069, 0.771, 7.019], [-0.508, -1.622, 7.449], [-0.667, -3.215, 5.568], [-0.435, -2.404, 3.238], [0.302, -3.096, -0.664], [-0.118, -5.386, 0.243], [1.039, -6.111, 2.297], [2.564, -4.576, 3.481], [2.976, -2.311, 2.587], [4.176, -2.883, 0.069], [6.549, -2.574, -0.528], [7.369, -0.353, -1.235], [5.820, 1.572, -1.337], [3.430, 1.255, -0.786], [-2.066, 0.838, -4.760], [-3.456, 0.358, -4.359], [-3.429, -1.043, -3.931], [-3.316, -1.481, -2.688], [-3.309, -0.388, -1.316], [-3.294, -2.775, -2.420], [-3.298, -3.852, -3.412], [-1.906, -4.101, -3.986], [-2.089, 1.902, -4.992], [-1.713, 0.305, -5.643], [-1.356, 0.672, -3.949], [-4.141, 0.427, -5.203], [-3.857, 0.949, -3.540], [-3.395, -1.725, -4.676], [-3.213, -3.031, -1.448], [-4.012, -3.610, -4.203], [-3.663, -4.746, -2.911], [-1.513, -3.221, -4.496], [-1.945, -4.921, -4.701], [-1.210, -4.372, -3.194], [0.466, 2.065, -1.484], [-0.193, 3.638, -1.630], [-1.525, 3.892, -2.010], [-1.928, 5.190, -2.232], [-1.031, 6.245, -2.066], [0.285, 6.002, -1.668], [0.705, 4.711, -1.443], [-2.212, 3.064, -2.130], [-2.946, 5.390, -2.539], [-1.359, 7.261, -2.238], [0.980, 6.819, -1.539], [1.722, 4.505, -1.136]],
  "lowdin_charge": [0.630, -0.502, 0.767, -0.270, 0.732, -0.430, -0.312, -0.083, -0.059, -0.056, -0.061, -0.098, -0.275, -0.064, -0.057, -0.053, -0.056, -0.072, -0.317, -0.072, -0.057, -0.052, -0.057, -0.088, -0.276, -0.059, -0.051, -0.050, -0.057, -0.083, 0.050, 0.084, 0.098, 0.115, 0.115, 0.116, 0.112, 0.099, 0.115, 0.116, 0.113, 0.101, 0.096, 0.109, 0.116, 0.118, 0.118, 0.107, 0.117, 0.117, 0.113, 0.083, -0.074, -0.225, 0.043, -0.721, 0.677, 0.018, -0.200, -0.062, 0.083, 0.084, 0.029, 0.130, 0.080, 0.142, 0.136, 0.121, 0.130, 0.072, 0.089, 0.075, 0.880, -0.621, -0.082, -0.040, -0.008, -0.037, -0.090, 0.097, 0.122, 0.126, 0.124, 0.112]
}